Entry from OMol25: a 8-piece molecular cluster, C7H30O8 overall (ωB97M-V with the def2-TZVPD basis set).

Each atom is followed by the atoms it is bonded to, with distances in Å.
Cartesian coordinates (Å):
1 C 3.27349 1.49477 -4.11782  C2 1.555, H4 1.090, H5 1.090, H6 1.090
2 C 2.65667 2.73843 -3.41676  C1 1.555, O3 1.381, H7 1.090, H8 1.090
3 O 3.63463 3.70883 -3.31623  C2 1.381, H9 0.960
4 H 3.76151 0.89308 -3.35107  C1 1.090
5 H 3.89239 1.69507 -4.99243  C1 1.090
6 H 2.41706 0.90642 -4.44715  C1 1.090
7 H 2.28984 2.42321 -2.43994  C2 1.090
8 H 1.84593 3.20381 -3.97732  C2 1.090
9 H 4.49289 3.28001 -3.28300  O3 0.960
10 C -5.50761 0.57017 -0.49895  C11 1.539, H13 1.090, H14 1.090, H15 1.090
11 C -6.58363 -0.52905 -0.53809  C10 1.539, O12 1.419, H16 1.090, H17 1.090
12 O -6.69349 -0.81794 -1.92299  C11 1.419, H18 0.960
13 H -5.41488 1.03117 0.48440  C10 1.090
14 H -5.77487 1.25147 -1.30673  C10 1.090
15 H -4.54167 0.13187 -0.74985  C10 1.090
16 H -7.53682 -0.16201 -0.15754  C11 1.090
17 H -6.27888 -1.40815 0.02973  C11 1.090
18 H -7.32549 -1.53378 -2.02182  O12 0.960
19 C 3.44407 -2.77241 0.17355  C20 1.551, H22 1.090, H23 1.090, H24 1.090
20 C 3.37800 -2.59235 1.71310  C19 1.551, O21 1.411, H25 1.090, H26 1.090
21 O 2.02919 -2.46780 2.10929  C20 1.411, H27 0.960
22 H 3.07803 -1.85434 -0.28608  C19 1.090
23 H 2.84249 -3.63232 -0.12100  C19 1.090
24 H 4.47193 -2.82682 -0.18514  C19 1.090
25 H 3.88494 -1.69873 2.07717  C20 1.090
26 H 3.84302 -3.39546 2.28481  C20 1.090
27 H 1.53183 -3.21331 1.76516  O21 0.960
28 C -0.64107 -2.40884 -3.03407  O29 1.424, H30 1.090, H31 1.090, H32 1.090
29 O -0.99010 -2.35934 -1.65442  C28 1.424, H33 0.960
30 H -0.83250 -1.48437 -3.57888  C28 1.090
31 H 0.42224 -2.64811 -3.04942  C28 1.090
32 H -1.09441 -3.16332 -3.67698  C28 1.090
33 H -0.71517 -3.18990 -1.25921  O29 0.960
34 O 0.24292 2.80330 5.79485  H35 0.957, H36 0.957
35 H 0.83116 2.06054 5.93087  O34 0.957
36 H -0.25917 2.86376 6.60756  O34 0.957
37 O 2.27601 -0.50449 5.75844  H38 0.957, H39 0.957
38 H 2.04706 -1.04645 5.00339  O37 0.957
39 H 1.72552 -0.83628 6.46775  O37 0.957
40 O -0.96993 4.67129 2.68088  H41 0.957, H42 0.957
41 H -1.23989 3.95189 2.11008  O40 0.957
42 H -0.53545 4.24254 3.41819  O40 0.957
43 O -0.53563 1.24016 0.87664  H44 0.957, H45 0.957
44 H -0.20674 0.94944 1.72726  O43 0.957
45 H -0.63543 0.43434 0.36976  O43 0.957

Values from the calculation:
E_HOMO in eV: -10.017
Energy relative to the best compared isomer or geometry (same formula, charge and spin) in kJ/mol: 212.2
Frontier orbital gap in eV: 10.170
Structure (SMILES): CCO.CCO.CCO.CO.O.O.O.O
LUMO in eV: 0.153

Atomic partial charges in e from the natural (NBO) method, atoms 1 to 2: -0.653 -0.048